# 1
# C4H8O2

C4H8O2 in the gas phase (ωB97M-V/def2-TZVPD, the Open Molecules 2025 dataset).

Each line ends with the Löwdin charge.
Atoms and positions in Å:
1 O -1.613 -0.651 0.125  -0.18
2 O 0.915 0.504 1.011  -0.08
3 C -1.275 0.737 0.163  -0.21
4 C -0.885 -1.372 -0.839  -0.12
5 C 2.190 0.314 1.036  -0.03
6 C 0.178 1.030 0.070  -0.16
7 H 2.581 -0.103 1.950  0.07
8 H 0.692 1.313 -0.847  0.12
9 H -1.779 1.273 -0.658  0.12
10 H -0.938 -0.899 -1.833  0.09
11 H -1.325 -2.371 -0.899  0.09
12 H 0.176 -1.477 -0.563  0.08
13 H -1.701 1.095 1.107  0.13
14 H 2.785 0.605 0.177  0.08

Forces on the atoms, in the same order (eV/Å):
O 0.0568 0.0302 0.0667
O -0.7987 -0.2140 0.7797
C -0.0901 0.3126 -0.0169
C 0.1185 -0.1898 -0.2593
C 1.1269 -0.0526 -0.1183
C -0.2486 0.1589 -0.6492
H -0.0140 0.0659 -0.1048
H -0.1447 -0.0107 0.1065
H 0.0971 -0.1257 0.0990
H -0.0294 -0.0894 0.1395
H 0.0315 0.1624 0.0158
H -0.1860 0.0257 -0.0577
H 0.0892 -0.0428 -0.1225
H -0.0085 -0.0308 0.1214

Results
* gap between HOMO and LUMO (alpha / beta): 8.127 / 8.298 eV
* net charge: 0
* molar mass: 88.11 g/mol
* HOMO (alpha / beta): -7.6 / -7.7 eV
* ΔE to the lowest compared entry with this formula, charge and spin: 112.14 kcal per mole
* E_tot: -307.53373 Eh

---

# 2
# C16H38N3O13P2

4 unconnected molecules or ions with the total composition C16H38N3O13P2 (ωB97M-V/def2-TZVPD, the Open Molecules 2025 dataset).

Each line ends with the Löwdin charge.
Atoms and positions in Å:
1 P -1.606 -2.242 -0.606  0.55
2 P -2.499 -4.275 -1.250  0.75
3 O -5.663 5.082 1.840  0.12
4 O 7.480 -1.448 1.369  0.00
5 O -2.797 -1.223 -0.716  -0.31
6 O -1.893 2.426 -4.484  0.04
7 O -3.623 -0.067 1.044  0.20
8 O 6.420 -2.211 3.090  0.02
9 O 0.112 1.383 -4.530  0.10
10 O -7.424 3.667 1.916  0.04
11 O 8.679 -2.110 3.163  0.13
12 O -1.582 -5.228 -0.303  -0.32
13 O -0.768 2.431 -6.325  0.02
14 O -7.252 5.185 3.439  0.01
15 O -0.982 -2.272 0.856  -0.14
16 N -0.419 -1.674 -1.581  -0.12
17 N -2.852 0.075 0.258  0.13
18 N -3.884 -4.343 -0.332  -0.19
19 C -0.761 2.022 -5.067  -0.61
20 C -5.740 2.123 1.050  -0.09
21 C -6.680 4.689 2.351  -0.61
22 C 8.709 -1.066 0.736  -0.03
23 C 2.656 -3.143 0.449  -0.10
24 C -1.966 2.156 -3.081  -0.23
25 C 6.656 -1.645 5.466  -0.06
26 C -6.928 3.011 0.743  -0.20
27 C 0.414 2.114 -7.075  -0.02
28 C 2.056 -1.857 -1.700  -0.20
29 C 0.732 -2.592 -1.847  -0.23
30 C -1.161 3.134 -2.254  -0.05
31 C 7.631 -1.940 2.600  -0.62
32 C 2.591 -1.789 -0.270  -0.24
33 C 6.404 -2.724 4.437  -0.21
34 C -6.545 6.276 4.046  -0.03
35 H -6.002 1.395 1.821  0.08
36 H -1.371 -1.752 1.569  0.09
37 H -6.678 3.757 -0.012  0.13
38 H 1.268 2.661 -6.680  0.10
39 H -5.592 5.933 4.445  0.10
40 H 3.586 -3.252 1.003  0.07
41 H 5.403 -3.139 4.548  0.12
42 H 9.155 -0.220 1.256  0.10
43 H 2.013 -1.068 0.313  0.10
44 H -4.623 -3.703 -0.591  0.05
45 H 0.614 1.046 -7.040  0.10
46 H 2.797 -2.349 -2.334  0.12
47 H 2.571 -3.984 -0.241  0.07
48 H -0.849 -5.644 -0.777  0.07
49 H -7.186 6.625 4.849  0.10
50 H 1.929 -0.846 -2.093  0.11
51 H -1.656 1.123 -2.908  0.10
52 H 7.126 -3.535 4.518  0.12
53 H 3.598 -1.376 -0.326  0.11
54 H 7.659 -1.236 5.364  0.08
55 H -7.770 2.424 0.382  0.13
56 H 9.410 -1.897 0.725  0.10
57 H 0.682 -3.423 -1.136  0.08
58 H 1.853 -3.248 1.181  0.06
59 H -0.099 3.058 -2.484  0.08
60 H -3.025 2.236 -2.836  0.12
61 H -4.897 2.717 1.400  0.07
62 H -1.300 2.929 -1.192  0.07
63 H 0.203 2.428 -8.092  0.10
64 H 6.555 -2.063 6.467  0.08
65 H 8.438 -0.784 -0.277  0.09
66 H -0.793 -1.275 -2.437  0.10
67 H -5.448 1.591 0.142  0.06
68 H -1.487 4.154 -2.456  0.09
69 H 5.935 -0.835 5.354  0.08
70 H -3.787 -4.435 0.672  0.06
71 H -6.374 7.070 3.323  0.10
72 H 0.622 -3.010 -2.847  0.12

Forces on the atoms, in the same order (eV/Å):
P 0.1230 0.0860 -0.2885
P 0.0073 -0.0293 -0.1241
O 0.0122 0.0019 -0.0022
O -0.0065 0.0113 -0.0016
O -0.2749 -0.8073 -0.0018
O 0.1116 0.0680 -0.0203
O -0.3367 -0.2379 0.1427
O -0.0494 0.0285 -0.0088
O -0.0147 -0.0601 -0.0205
O 0.0273 -0.0168 0.0319
O 0.0152 -0.0162 0.0009
O 0.1491 0.1019 -0.0832
O -0.0068 0.0184 -0.0010
O -0.0145 -0.0112 0.0144
O -0.1282 -0.0383 0.0384
N -0.0769 -0.5214 -0.0988
N 0.4894 1.0950 0.1125
N 0.1578 0.2856 0.2035
C 0.0057 -0.0104 0.0224
C -0.0134 0.0245 0.0808
C 0.0139 -0.0172 -0.0017
C -0.0051 -0.0088 -0.0497
C -0.1928 0.0892 0.1908
C -0.2454 -0.1430 0.2659
C 0.0185 0.0894 -0.0734
C -0.0402 -0.0045 -0.1412
C -0.0027 -0.0185 -0.0514
C 0.0516 -0.0810 0.0355
C -0.0104 0.3414 0.0877
C 0.1071 0.0442 -0.1584
C -0.0082 0.0111 -0.0110
C 0.1910 0.0486 -0.0308
C -0.0378 -0.1028 0.1081
C -0.0300 0.0457 0.0182
H -0.0171 -0.0305 -0.0357
H 0.1125 -0.0852 0.0205
H 0.0455 0.0304 0.0432
H 0.0020 -0.0148 0.0254
H 0.0135 -0.0023 -0.0253
H 0.0553 -0.0253 -0.0415
H -0.0039 -0.0014 -0.0404
H 0.0122 -0.0154 0.0222
H -0.0770 -0.0556 0.0262
H -0.1167 -0.2029 -0.0992
H 0.0020 -0.0029 0.0114
H -0.0106 -0.0813 0.0137
H 0.1716 -0.0188 -0.0370
H -0.1488 -0.0716 0.0536
H -0.0034 -0.0084 0.0040
H 0.0334 -0.0146 -0.1029
H 0.0800 0.0339 0.0403
H 0.0540 0.0447 -0.0193
H -0.0044 0.0862 -0.0087
H 0.0136 -0.0307 0.0098
H -0.0209 0.0065 0.0411
H 0.0050 -0.0018 0.0130
H 0.0178 0.0008 -0.0169
H -0.0692 -0.0500 -0.0509
H 0.0011 -0.0359 0.0245
H -0.0258 0.0290 -0.1128
H 0.0087 0.0148 -0.0372
H -0.0160 0.0059 0.0063
H -0.0039 0.0091 0.0009
H -0.0105 -0.0055 0.0039
H -0.0078 0.0065 0.0017
H 0.1018 0.2689 0.0681
H -0.0622 0.0182 -0.0209
H -0.0281 0.0003 0.0433
H -0.0229 -0.0168 0.0264
H -0.0345 -0.0449 0.0129
H 0.0088 -0.0058 -0.0102
H -0.0414 0.0009 -0.0386

Results
* gap between HOMO and LUMO: 7.144 eV
* net charge: +1
* molar mass: 542.44 g/mol
* HOMO: -12.3 eV
* E_tot: -2457.34004 Eh

---

# 3
# C2H10N6

2 unconnected molecules or ions with the total composition C2H10N6 (ωB97M-V/def2-TZVPD, the Open Molecules 2025 dataset).

Each line ends with the Löwdin charge.
Atoms and positions in Å:
1 N 0.583 -0.735 0.568  -0.26
2 N 0.144 -1.507 1.663  0.12
3 N -0.737 1.015 -0.109  -0.06
4 N 1.568 1.214 0.343  0.14
5 N 1.618 -1.426 -0.061  0.07
6 N -1.232 -1.099 -1.027  0.12
7 C -1.576 1.708 -1.056  -0.15
8 C -0.563 -0.271 -0.297  -0.58
9 H 1.257 -2.239 -0.563  0.09
10 H 2.052 -0.761 -0.692  0.08
11 H -1.298 1.505 -2.097  0.07
12 H 1.045 2.084 0.298  -0.01
13 H -0.899 -2.057 -0.928  0.02
14 H 1.751 1.079 1.339  0.01
15 H -2.622 1.391 -0.937  0.07
16 H -0.521 -0.951 2.192  0.10
17 H -1.529 2.782 -0.866  0.06
18 H 0.957 -1.732 2.228  0.09

Forces on the atoms, in the same order (eV/Å):
N -0.3601 -0.7673 0.0054
N 0.3442 0.5453 -0.3690
N 0.4835 -0.3027 0.0440
N -0.0421 -0.2070 0.1144
N 0.0417 0.1195 0.1359
N 0.3309 -0.1442 0.2235
C -0.2444 -0.1670 0.0828
C -0.4974 0.7096 -0.1383
H -0.0513 0.1552 0.0985
H -0.0685 -0.0183 -0.0120
H 0.0241 -0.0097 0.0622
H 0.0165 -0.0033 -0.0380
H -0.0114 0.0665 -0.0489
H 0.0118 0.0719 0.0361
H 0.0535 0.0443 -0.0576
H -0.0391 -0.0118 -0.0657
H 0.0185 -0.0503 -0.0223
H -0.0105 -0.0308 -0.0509

Results
* gap between HOMO and LUMO (alpha / beta): 6.936 / 6.068 eV
* net charge: 0
* molar mass: 118.14 g/mol
* HOMO (alpha / beta): -7.7 / -7.6 eV
* ΔE to the lowest compared entry with this formula, charge and spin: 164.74 kcal per mole
* E_tot: -410.50242 Eh

---

# 4
# C9H28FFeO5S4

A molecular structure, C9H28FFeO5S4 (ωB97M-V/def2-TZVPD, the Open Molecules 2025 dataset).

Each line ends with the Löwdin spin population.
Atoms and positions in Å:
1 Fe -0.688 -0.305 0.776  3.71
2 S -2.608 0.736 -1.974  0.02
3 S 1.034 2.435 -0.269  0.01
4 S 1.646 -0.890 3.313  0.01
5 S 0.578 -2.445 -1.894  0.01
6 F -1.806 0.817 2.034  0.09
7 O -1.429 -2.223 1.105  0.03
8 O 0.769 -1.015 2.046  0.02
9 O 0.167 -1.402 -0.815  0.02
10 O 0.760 1.021 0.263  0.03
11 O -1.719 0.232 -0.825  0.02
12 C 1.071 0.593 4.282  0.00
13 C 1.657 -1.385 -3.036  0.00
14 C -2.820 -2.159 1.370  0.00
15 C -0.421 3.584 -0.207  0.00
16 C 2.022 3.373 0.909  0.00
17 C 1.940 -3.532 -1.185  0.00
18 C -1.670 1.018 -3.584  0.00
19 C -3.804 -0.632 -2.505  0.00
20 C 3.156 0.031 2.880  0.00
21 H -3.435 -1.747 0.570  0.00
22 H -3.133 -3.187 1.549  0.00
23 H 2.557 -2.918 -0.528  0.00
24 H 2.224 -2.046 -3.691  0.00
25 H -2.110 1.673 -4.336  0.00
26 H 2.458 -4.060 -1.985  0.00
27 H 1.193 1.534 3.744  0.00
28 H -3.841 -1.370 -1.703  0.00
29 H 2.321 4.265 0.359  0.00
30 H 0.051 0.439 4.632  0.00
31 H -1.476 0.060 -4.066  0.00
32 H 1.302 -4.202 -0.608  0.00
33 H -0.898 3.680 0.769  0.00
34 H 1.392 3.689 1.740  0.00
35 H 2.246 -0.653 -2.484  0.00
36 H 0.948 -0.857 -3.675  0.00
37 H -3.610 -1.174 -3.430  0.00
38 H 2.928 2.803 1.115  0.00
39 H -1.219 3.441 -0.935  0.00
40 H -1.263 -2.924 0.470  0.00
41 H -0.014 4.569 -0.432  0.00
42 H 3.832 -0.568 2.269  0.00
43 H -2.861 -1.694 2.355  0.00
44 H 3.508 0.430 3.831  0.00
45 H 1.625 0.619 5.220  0.00
46 H -4.746 -0.086 -2.569  0.00
47 H 2.918 0.972 2.386  0.00
48 H -0.731 1.460 -3.250  0.00

Forces on the atoms, in the same order (eV/Å):
Fe -0.5206 1.1713 1.8575
S -0.3486 -0.3177 0.4967
S -0.9497 -0.7179 -0.5713
S -1.1998 1.8192 -1.3309
S 1.6856 2.5961 0.8474
F 0.8926 -0.8508 -0.8098
O -0.2291 -0.4111 -0.3041
O 1.9300 -0.3518 2.3981
O 1.4066 -2.8026 -2.1455
O 0.9744 2.8040 -0.2683
O -2.0897 1.0381 -3.5882
C -0.4794 -0.8815 0.5265
C -1.1974 -0.8479 0.0485
C -0.2050 -1.4671 1.2624
C 0.0340 0.2417 0.3704
C -0.4105 0.1017 -0.3676
C -1.6881 0.8366 -0.0544
C 0.5809 -1.0535 0.8470
C 0.5790 0.5718 0.3416
C -0.3432 0.3692 -0.1007
H 0.2336 0.4866 0.2122
H -0.4090 -0.1000 -0.0994
H 0.0533 -0.0870 -0.2121
H 0.2228 0.0365 0.2265
H -0.6360 0.1092 0.5985
H -0.0304 0.1484 0.0994
H -0.1422 -0.2984 -0.1888
H 0.0134 0.2976 0.1642
H 0.0168 0.0367 -0.0536
H -0.1794 0.0100 -0.6210
H 0.1267 -0.0361 0.1132
H 0.5213 -0.3071 0.1859
H 0.2108 -0.5147 0.2014
H 0.3976 -0.3378 0.3274
H -0.0051 -0.4119 0.2516
H -0.0485 0.0654 0.1185
H 0.3779 0.3890 -0.0713
H -0.2707 0.0186 0.3388
H 0.3528 -0.7068 -0.1300
H 0.1476 0.1762 -0.1332
H 0.3548 -0.0258 -0.0928
H 0.1220 0.0783 0.4345
H -0.5869 0.6317 -0.4813
H 0.7012 -0.7899 0.1074
H 0.4754 -0.0808 -0.1582
H -0.0427 -0.2304 -0.0195
H -0.4523 -0.3877 -0.5456
H 0.0532 -0.0177 -0.0281

Results
* gap between HOMO and LUMO (alpha / beta): 9.018 / 7.492 eV
* net charge: +1
* molar mass: 419.43 g/mol
* HOMO (alpha / beta): -11.0 / -9.5 eV
* ΔE to the lowest compared entry with this formula, charge and spin: 69.32 kcal per mole
* E_tot: -3691.89706 Eh
* 2S+1: 5